C4H6N2O as an isolated structure, computed with ωB97M-V/def2-TZVPD.

XYZ file:
```
13
Properties=species:S:1:pos:R:3:forces:R:3
O 1.34167 2.00210 0.88357 -0.4 -0.3 -0.2
C 0.85084 1.06624 0.30187 0.0 0.1 0.2
N 1.37971 -0.19282 0.17422 0.0 0.1 0.2
C 0.46127 -1.13130 -0.43520 0.0 -0.2 0.1
C -0.84772 -0.33842 -0.53824 -0.2 -0.1 -0.4
C -1.62223 1.26713 0.24537 0.2 0.5 0.4
N -0.39226 1.08734 -0.42595 0.0 0.1 0.1
H 2.05828 -0.47830 0.86294 0.1 0.0 -0.2
H 0.37520 -2.03837 0.16916 -0.1 0.1 -0.1
H 0.76375 -1.41541 -1.45178 0.1 0.1 0.2
H -1.40938 -0.47426 -1.45511 0.1 -0.1 0.0
H -1.53829 -0.53484 0.32157 0.2 -0.6 -0.1
H -1.42085 1.18089 1.34758 0.2 0.3 -0.1
```
Positions in Å, forces in eV/Å.

largest force on an atom = 0.013 hartree/bohr
HOMO-LUMO gap = 0.3311 Eh
ΔE to the lowest compared entry with this formula, charge and spin = 431.98 kJ/mol